(1)
8
Properties=species:S:1:pos:R:3:forces:R:3:mulliken_charge:R:1 method="wB97M-V/def2-TZVPD" multiplicity=1 homo_lumo_gap_ev=9.27 relative_energy_kcal_mol=6.5 smiles=Ic1ncn[nH]1
I -2.91134 -1.46805 1.95631 1.74 1.51 -1.11 0.054
C -1.35464 -0.27493 0.80524 -1.82 -1.81 1.08 0.261
N -1.56070 0.23908 -0.37192 -0.65 -0.13 0.24 -0.495
C -0.30629 0.49002 -0.80540 0.11 -0.14 0.48 -0.009
N 0.63057 0.14354 0.04753 1.09 0.26 -0.40 -0.614
N -0.04422 -0.36146 1.08275 -0.60 0.00 0.05 0.182
H -0.10933 0.89882 -1.77354 0.22 0.20 -0.17 0.416
H 0.42144 -0.74164 1.89339 -0.08 0.11 -0.17 0.206

=====

(2)
9
Properties=species:S:1:pos:R:3:forces:R:3:mulliken_charge:R:1 method="wB97M-V/def2-TZVPD" multiplicity=1 homo_lumo_gap_ev="6.74 / 8.72" relative_energy_kcal_mol=125.8
C -0.35728 0.68595 0.57881 0.18 -1.69 -1.72 0.103
C -0.13993 -0.71122 -0.22869 -2.71 0.86 2.01 0.615
N 1.68207 -1.90574 -1.03624 2.26 -1.26 -0.37 -0.359
O -1.06695 -1.46101 -0.33464 1.82 -0.09 -0.64 -0.412
O -1.27261 0.82198 1.34183 1.37 0.40 -0.77 -0.396
O 1.16835 -0.73674 -0.60116 1.00 0.28 0.16 -0.099
I -3.26446 3.80673 1.15867 0.05 -0.06 0.01 0.011
H 0.43138 1.34058 0.12125 -0.67 0.86 1.26 0.269
H 2.81943 -1.84052 -0.99985 -3.30 0.70 0.07 0.268

=====

(3)
9
Properties=species:S:1:pos:R:3:forces:R:3:mulliken_charge:R:1 method="wB97M-V/def2-TZVPD" multiplicity=1 homo_lumo_gap_ev=10.43 relative_energy_kcal_mol=65.3 smiles="C#[N+][O-].O=C=O.I"
C -1.10299 1.92022 -0.64004 -0.51 0.73 -0.03 -0.233
N -0.96070 1.11837 0.17405 0.76 -2.11 0.26 0.442
O -0.67709 0.14476 0.83762 -0.23 1.27 0.23 -0.563
H -1.70931 2.65434 -1.10257 0.05 0.33 -0.24 0.350
O -1.20135 -1.83419 -0.96831 -0.33 0.54 -1.16 -0.399
C -0.91202 -2.24113 0.06654 -0.02 -0.51 -0.11 0.789
O -0.63591 -2.74991 1.05862 0.30 -0.24 1.06 -0.379
I 3.11246 0.79698 -0.27005 -0.08 0.04 -0.08 -0.102
H 4.08691 0.19057 0.84415 0.04 -0.04 0.07 0.094

=====

Copy entry 2 word for word.
9
Properties=species:S:1:pos:R:3:forces:R:3:mulliken_charge:R:1 method="wB97M-V/def2-TZVPD" multiplicity=1 homo_lumo_gap_ev="6.74 / 8.72" relative_energy_kcal_mol=125.8
C -0.35728 0.68595 0.57881 0.18 -1.69 -1.72 0.103
C -0.13993 -0.71122 -0.22869 -2.71 0.86 2.01 0.615
N 1.68207 -1.90574 -1.03624 2.26 -1.26 -0.37 -0.359
O -1.06695 -1.46101 -0.33464 1.82 -0.09 -0.64 -0.412
O -1.27261 0.82198 1.34183 1.37 0.40 -0.77 -0.396
O 1.16835 -0.73674 -0.60116 1.00 0.28 0.16 -0.099
I -3.26446 3.80673 1.15867 0.05 -0.06 0.01 0.011
H 0.43138 1.34058 0.12125 -0.67 0.86 1.26 0.269
H 2.81943 -1.84052 -0.99985 -3.30 0.70 0.07 0.268